--- i ---
4
Properties=species:S:1:pos:R:3 method="wB97M-V/def2-TZVPD" spin_multiplicity=1 lumo_ha=-0.0432 homo_ha=-0.4195 smiles="O=[N+]([O-])F" orbital_gap_ha=0.37621 total_charge=0
N 0.0440 0.0367 0.1618
O -1.0145 -0.8499 -0.4395
F 0.7923 0.2754 -0.8763
O 0.1782 0.5378 1.1540

--- ii ---
4
Properties=species:S:1:pos:R:3 method="wB97M-V/def2-TZVPD" spin_multiplicity=1 lumo_ha=-0.0386 homo_ha=-0.4119 smiles="O=NOF" orbital_gap_ha=0.37326 total_charge=0
N -0.0007 0.7420 -0.3865
O -0.8546 0.8144 -1.1375
O -0.1329 -0.7024 0.3894
F 0.9882 -0.8539 1.1347

ii is the most stable structure; the next one sits 4.3 kcal/mol above it.

--- i ---
22
Properties=species:S:1:pos:R:3 method="wB97M-V/def2-TZVPD" spin_multiplicity=1 lumo_ha=0.0294 homo_ha=-0.3197 smiles=CCCCN.O.O orbital_gap_ha=0.34908 total_charge=0
H -3.1212 0.6125 -0.5854
O -2.3695 0.4214 -0.0272
H -0.4667 1.2779 -0.1662
H -0.5112 -0.9772 -0.3032
H 0.2012 -1.5564 -1.8323
C 0.4379 -1.0778 -0.8473
H 1.0756 0.4739 -2.2791
H 0.8852 -3.0040 -0.1881
O -1.4090 -1.2446 1.6911
H -1.9310 -0.4168 -0.2002
H 0.7291 2.9896 0.9715
C 0.4439 1.6295 -0.6304
H 2.1887 0.3526 -0.9077
N 1.0871 2.1185 0.6119
H 2.3244 -2.0050 -0.4761
H -0.9261 -0.5316 2.1378
H 1.2753 -1.8041 1.0269
H -2.2922 -1.1756 2.0614
C 1.1779 0.2644 -1.2022
C 1.3179 -2.0091 -0.0443
H 0.2035 2.4067 -1.3738
H 2.0927 2.2295 0.6188

--- ii ---
22
Properties=species:S:1:pos:R:3 method="wB97M-V/def2-TZVPD" spin_multiplicity=1 lumo_ha=0.0220 homo_ha=-0.3247 smiles=CCCNC.O.O orbital_gap_ha=0.34669 total_charge=0
N 0.1325 -0.8358 -0.1945
H 0.6499 0.7663 1.9747
H -0.6575 2.5796 -3.1718
C -0.7071 0.1471 0.4787
C 0.1655 1.2352 1.1163
H 1.8813 1.3316 -0.3636
H 0.6082 -2.2645 1.4058
H -1.5083 0.5514 -0.1679
H 1.8197 2.4566 1.0317
H -0.5599 1.9911 1.4268
C 1.2356 1.9249 0.2783
O 0.3659 -3.0528 1.8949
O -0.8300 2.0554 -2.3658
H 0.1411 -2.8502 -0.8334
H -1.3443 -2.2993 -0.1049
H 0.7868 2.6656 -0.3854
C -0.5421 -2.0066 -0.7744
H -0.9079 -1.7819 -1.7830
H -0.6182 1.1633 -2.5755
H 0.7195 -0.4159 -0.8994
H -1.3243 -0.4064 1.1926
H 0.4939 -2.9546 2.8197

ii is the most stable structure; the next one sits 17.8 kcal/mol above it.

--- i ---
20
Properties=species:S:1:pos:R:3 method="wB97M-V/def2-TZVPD" spin_multiplicity=1 lumo_ha=0.0004 homo_ha=-0.3286 smiles="[H]/N=C(/NN=O)N(Cl)c1ccccc1Cl" orbital_gap_ha=0.32892 total_charge=0
C -2.8498 -0.2352 0.8685
C -1.6434 -0.6993 1.4681
O 2.6911 -3.1031 -0.6667
H 3.4762 1.7190 -0.2200
Cl 1.0286 2.7527 -0.9346
H -3.6830 0.7978 -0.7166
H -1.5316 -1.3731 2.3496
Cl 0.9399 -0.5287 1.9442
C -0.3729 0.6205 -0.0952
N 3.3708 0.6526 -0.3999
N 1.9532 -1.1300 -0.7025
H -3.7989 -0.5926 1.2761
N 3.0186 -1.9688 -0.6906
H 1.0092 -1.3980 -0.7256
C 2.1692 0.2423 -0.4634
C -2.7896 0.5407 -0.2566
C -0.4518 -0.2063 0.9614
N 0.8418 1.1248 -0.6073
C -1.6249 1.0204 -0.7673
H -1.7526 1.7644 -1.6214

--- ii ---
20
Properties=species:S:1:pos:R:3 method="wB97M-V/def2-TZVPD" spin_multiplicity=1 lumo_ha="-0.0222 / -0.0222" homo_ha="-0.2753 / -0.2754" smiles="N/C(=N/N=O)N(Cl)c1ccccc1Cl" orbital_gap_ha="0.25310 / 0.25314" total_charge=0
O 0.5612 -3.0454 1.9923
H -2.6603 2.0261 0.9761
N 0.9715 -2.3362 1.1109
Cl 0.4910 -1.7068 -1.8237
H 0.0559 2.1779 0.6417
C -1.9574 1.3137 0.5410
H -3.6226 0.0467 0.0874
C -0.5354 -0.6648 -0.9693
C -0.5666 1.3632 0.2906
H -2.4189 -1.6617 -1.0784
N 1.8519 -1.4610 1.1686
Cl 2.2857 1.9517 -0.4395
H 4.0856 -1.3082 0.6981
C 2.3802 -0.5519 0.3953
N 1.5603 0.3287 -0.2571
C -1.8712 -0.8228 -0.7280
C 0.1952 0.3200 -0.2302
H 4.3355 0.1243 -0.0790
N 3.7044 -0.5159 0.2535
C -2.5744 0.1317 0.0193

i is the most stable structure; the next one sits 9.4 kcal/mol above it.

--- i ---
11
Properties=species:S:1:pos:R:3 method="wB97M-V/def2-TZVPD" spin_multiplicity=1 lumo_ha="-0.0350 / -0.0349" homo_ha="-0.3489 / -0.3489" orbital_gap_ha="0.31394 / 0.31393" total_charge=0
O -0.1036 -1.9002 -0.6481
H 1.9508 0.4889 -0.6154
C -1.1057 -0.0693 -0.0262
O -2.1047 1.9442 0.3975
O 0.0649 1.8201 0.2559
Br -2.7634 -0.9674 -0.0919
H 1.9949 -1.3994 -0.3122
N -1.0531 1.3610 0.2763
H 1.4851 -0.1838 1.0558
C 1.5992 -0.3563 -0.0456
N 0.0356 -0.7379 -0.2462

--- ii ---
11
Properties=species:S:1:pos:R:3 method="wB97M-V/def2-TZVPD" spin_multiplicity=1 lumo_ha="-0.0206 / -0.0206" homo_ha="-0.3415 / -0.3415" smiles="C/C(Br)=[N+](/[O-])ON=O" orbital_gap_ha="0.32088 / 0.32090" total_charge=0
N 1.0121 1.8891 -0.3085
O -1.8422 1.5703 0.0805
N -0.9665 0.7701 0.2622
Br -2.3164 -1.4022 -0.5546
H 0.6164 -1.9737 -0.9607
O 2.0861 2.3051 -0.0466
C -0.7957 -0.4171 -0.2697
C 0.3925 -1.3106 -0.0786
H 0.0856 -1.8635 0.8459
H 1.3574 -0.7736 0.2270
O 0.3710 1.2060 0.8030

i is the most stable structure; the next one sits 13.4 kcal/mol above it.

--- i ---
15
Properties=species:S:1:pos:R:3 method="wB97M-V/def2-TZVPD" spin_multiplicity=1 lumo_ha=0.0192 homo_ha=-0.3516 smiles=CCS.O.O orbital_gap_ha=0.37076 total_charge=0
S 0.2054 -0.0005 1.8134
H -0.3092 -1.4811 -0.0414
H -0.7101 2.5154 0.7096
H 0.6592 -0.1362 -0.4989
H -2.4511 1.1721 -2.4326
H -1.3144 3.3648 1.7358
H 1.6588 -2.8594 0.7881
O -1.3357 3.2001 0.7050
C 0.6006 -0.9215 0.2411
H 2.1491 -2.0155 -0.8121
H -1.0290 0.7701 -2.5346
C 1.8142 -1.8798 0.2895
H 2.6176 -1.3377 0.8125
H -0.6535 -0.9107 2.1683
O -1.9020 0.5198 -2.9436

--- ii ---
15
Properties=species:S:1:pos:R:3 method="wB97M-V/def2-TZVPD" spin_multiplicity=1 lumo_ha=0.0285 homo_ha=-0.3385 smiles=CCS.O.O orbital_gap_ha=0.36694 total_charge=0
H 2.5185 -4.2744 -0.7550
H -1.9309 -1.1721 1.9513
C -1.2683 -0.3060 1.9397
H 3.4354 -3.1017 -0.2404
H -2.7225 1.0142 0.9815
H -1.1845 5.7572 -4.5227
C -1.7035 0.6765 0.8177
S 0.4349 -0.8318 1.6605
H -1.4284 0.1961 2.8743
O 3.4268 -3.9805 -0.6307
H -2.2851 4.6762 -4.3513
H 0.8313 -0.7987 2.9389
O -1.3634 4.8131 -4.6006
H -0.9533 1.4368 0.8660
H -1.6512 0.1674 -0.1459

ii is the most stable structure; the next one sits 7.2 kcal/mol above it.

--- i ---
11
Properties=species:S:1:pos:R:3 method="wB97M-V/def2-TZVPD" spin_multiplicity=1 lumo_ha=0.0218 homo_ha=-0.3343 smiles=CSS.N orbital_gap_ha=0.35615 total_charge=0
H -0.9219 0.0007 1.5944
S -0.4444 -1.3865 -1.4611
H -1.8613 0.4741 2.8568
H -1.9785 -1.1365 2.2950
H 1.6291 1.6748 -0.8504
S 1.1285 -0.6351 -0.3765
H 2.7570 0.5717 -1.5817
N -1.7821 -0.1733 2.0933
H -1.4297 -0.8851 -0.7670
H 1.2194 0.7419 -2.3867
C 1.6841 0.7534 -1.4161

--- ii ---
11
Properties=species:S:1:pos:R:3 method="wB97M-V/def2-TZVPD" spin_multiplicity=1 lumo_ha=0.0224 homo_ha=-0.3182 smiles=CSS.N orbital_gap_ha=0.34059 total_charge=0
S 1.7904 1.5901 1.0263
H -2.5360 -0.9544 -2.9323
H 3.2046 0.2271 2.6099
H 3.9388 0.6638 0.9245
H 2.7087 -0.6509 1.1445
S -0.1398 1.2686 1.7440
H -4.0527 -0.0554 -2.5773
H -0.4751 0.0012 1.2904
N -3.4810 -0.7981 -2.5411
C 3.0349 0.3120 1.5603
H -3.9928 -1.6040 -2.2493

i is the most stable structure; the next one sits 16.4 kcal/mol above it.